1.
{
  "formula": "C28H59BO11",
  "method": "ωB97M-V with the def2-TZVPD basis set",
  "orbital_gap_ev": 9.60,
  "spin_multiplicity": 1,
  "e_lumo_ev": 0.360,
  "charge": 0,
  "smiles": "CCCCCCC[C@@]1(OB(O)O)C[C@H](CCC(C)C)C(=O)O1.COCCOCCOC.COCCOCCOC",
  "elements": ["C", "C", "C", "C", "C", "C", "C", "C", "O", "B", "O", "O", "C", "C", "C", "C", "C", "C", "C", "C", "O", "O", "H", "H", "H", "H", "H", "H", "H", "H", "H", "H", "H", "H", "H", "H", "H", "H", "H", "H", "H", "H", "H", "H", "H", "H", "H", "H", "H", "H", "H", "H", "H", "C", "O", "C", "C", "O", "C", "C", "O", "C", "H", "H", "H", "H", "H", "H", "H", "H", "H", "H", "H", "H", "H", "H", "C", "O", "C", "C", "O", "C", "C", "O", "C", "H", "H", "H", "H", "H", "H", "H", "H", "H", "H", "H", "H", "H", "H"],
  "xyz": [[-1.01, -1.59, 0.84], [-0.34, -0.57, 1.74], [0.63, 0.40, 1.01], [1.79, -0.30, 0.29], [1.57, -0.80, -1.17], [0.45, -0.12, -1.97], [0.43, -0.70, -3.42], [-0.92, -1.17, -3.87], [-1.02, -1.92, -5.07], [0.00, -1.77, -5.98], [0.61, -2.94, -6.47], [0.45, -0.58, -6.46], [-1.68, -2.08, -2.84], [-3.02, -1.38, -2.55], [-4.26, -2.23, -2.38], [-4.87, -2.08, -0.95], [-4.83, -3.35, -0.08], [-3.57, -4.21, -0.31], [-4.81, -2.88, 1.42], [-3.06, -0.47, -3.80], [-3.95, -0.14, -4.45], [-1.77, -0.03, -3.97], [-1.71, -1.08, 0.18], [-0.27, -2.18, 0.31], [-1.60, -2.25, 1.47], [0.27, -1.03, 2.51], [-1.05, 0.07, 2.26], [0.10, 1.14, 0.40], [1.08, 0.97, 1.83], [2.68, 0.33, 0.36], [2.02, -1.18, 0.90], [1.46, -1.88, -1.18], [2.49, -0.60, -1.71], [0.70, 0.94, -2.04], [-0.52, -0.16, -1.50], [0.82, 0.10, -4.05], [1.16, -1.51, -3.43], [0.05, -3.25, -7.20], [1.38, -0.70, -6.68], [-1.90, -2.98, -3.41], [-1.08, -2.45, -2.01], [-2.82, -0.64, -1.77], [-4.10, -3.26, -2.67], [-5.01, -1.84, -3.07], [-4.43, -1.22, -0.46], [-5.93, -1.83, -1.08], [-5.75, -3.92, -0.18], [-3.28, -4.72, 0.60], [-2.74, -3.63, -0.70], [-3.80, -5.00, -1.04], [-5.64, -3.29, 1.99], [-4.85, -1.79, 1.50], [-3.89, -3.19, 1.91], [-0.12, 8.83, -2.90], [0.26, 7.66, -3.60], [1.45, 7.85, -4.34], [1.98, 6.52, -4.84], [2.75, 5.82, -3.86], [2.01, 5.18, -2.83], [1.35, 3.89, -3.29], [0.12, 4.16, -3.94], [-0.39, 3.02, -4.60], [-0.28, 9.66, -3.60], [-1.05, 8.62, -2.38], [0.64, 9.10, -2.16], [2.21, 8.34, -3.72], [1.21, 8.49, -5.21], [2.68, 6.72, -5.65], [1.18, 5.89, -5.23], [1.28, 5.85, -2.38], [2.75, 4.92, -2.07], [1.14, 3.26, -2.41], [2.02, 3.35, -3.97], [0.29, 2.70, -5.40], [-1.34, 3.29, -5.04], [-0.54, 2.20, -3.89], [2.20, -0.06, 4.85], [2.43, -1.22, 5.62], [3.82, -1.49, 5.76], [4.04, -2.55, 6.82], [4.04, -2.04, 8.14], [2.77, -1.73, 8.69], [1.99, -2.95, 9.12], [1.32, -3.53, 8.01], [0.79, -4.80, 8.32], [2.64, -0.16, 3.85], [1.13, 0.07, 4.75], [2.62, 0.83, 5.35], [4.35, -0.57, 6.05], [4.20, -1.85, 4.80], [5.05, -2.96, 6.67], [3.34, -3.37, 6.71], [2.19, -1.10, 8.01], [2.98, -1.14, 9.59], [1.23, -2.65, 9.86], [2.67, -3.68, 9.57], [1.60, -5.50, 8.56], [0.27, -5.17, 7.44], [0.09, -4.74, 9.16]],
  "lowdin_charge": [-0.092, -0.248, -0.217, -0.188, -0.197, -0.170, -0.078, -0.423, 0.183, -0.801, 0.151, 0.209, -0.026, -0.184, -0.124, -0.161, -0.372, -0.073, -0.072, -0.441, 0.224, 0.081, 0.061, 0.069, 0.066, 0.092, 0.107, 0.103, 0.093, 0.100, 0.105, 0.102, 0.111, 0.096, 0.089, 0.114, 0.133, 0.111, 0.126, 0.132, 0.112, 0.138, 0.113, 0.110, 0.094, 0.112, 0.121, 0.071, 0.057, 0.076, 0.069, 0.064, 0.051, -0.114, -0.199, -0.207, -0.180, -0.132, -0.180, -0.209, -0.193, -0.090, 0.087, 0.087, 0.088, 0.130, 0.127, 0.126, 0.124, 0.123, 0.126, 0.115, 0.131, 0.093, 0.096, 0.067, -0.114, -0.197, -0.205, -0.181, -0.131, -0.181, -0.207, -0.201, -0.114, 0.082, 0.085, 0.091, 0.130, 0.127, 0.127, 0.123, 0.123, 0.127, 0.127, 0.130, 0.088, 0.087, 0.087]
}

---

2.
{
  "formula": "C16H64N32O16",
  "method": "ωB97M-V with the def2-TZVPD basis set",
  "orbital_gap_ev": 8.44,
  "spin_multiplicity": 1,
  "relative_energy_ev": 10.207,
  "e_lumo_ev": 0.021,
  "charge": 0,
  "elements": ["C", "O", "N", "N", "H", "H", "H", "H", "C", "O", "N", "N", "H", "H", "H", "H", "C", "O", "N", "N", "H", "H", "H", "H", "C", "O", "N", "N", "H", "H", "H", "H", "C", "O", "N", "N", "H", "H", "H", "H", "C", "O", "N", "N", "H", "H", "H", "H", "C", "O", "N", "N", "H", "H", "H", "H", "C", "O", "N", "N", "H", "H", "H", "H", "C", "O", "N", "N", "H", "H", "H", "H", "C", "O", "N", "N", "H", "H", "H", "H", "C", "O", "N", "N", "H", "H", "H", "H", "C", "O", "N", "N", "H", "H", "H", "H", "C", "O", "N", "N", "H", "H", "H", "H", "C", "O", "N", "N", "H", "H", "H", "H", "C", "O", "N", "N", "H", "H", "H", "H", "C", "O", "N", "N", "H", "H", "H", "H"],
  "xyz": [[4.40, -2.91, -0.49], [4.19, -2.30, 0.53], [3.40, -3.52, -1.08], [5.55, -3.14, -1.03], [3.55, -4.02, -1.94], [2.51, -3.30, -0.65], [6.29, -2.71, -0.49], [5.91, -3.28, -1.97], [-2.87, -3.52, 1.23], [-4.10, -3.34, 1.19], [-2.16, -4.53, 1.78], [-2.03, -2.49, 1.02], [-1.16, -4.53, 1.63], [-2.60, -5.32, 2.22], [-1.05, -2.70, 0.93], [-2.47, -1.63, 0.71], [4.38, -0.16, -2.92], [3.64, -0.79, -3.62], [5.54, 0.31, -3.35], [4.11, 0.11, -1.70], [5.99, -0.04, -4.19], [6.20, 0.75, -2.73], [4.70, 0.77, -1.21], [3.20, -0.08, -1.32], [-1.78, -0.65, 4.59], [-1.45, -0.67, 5.72], [-2.29, -1.67, 4.00], [-1.58, 0.37, 3.82], [-2.33, -2.52, 4.55], [-2.67, -1.71, 3.06], [-1.22, 1.21, 4.24], [-1.87, 0.47, 2.86], [0.55, -0.08, -0.22], [1.61, -0.62, -0.28], [0.31, 0.75, 0.74], [-0.42, -0.15, -1.15], [-0.66, 1.03, 0.77], [0.91, 0.96, 1.53], [-1.33, 0.23, -0.90], [-0.39, -0.88, -1.84], [-1.99, 4.34, -0.57], [-1.41, 5.16, 0.13], [-2.06, 3.02, -0.36], [-2.77, 4.51, -1.57], [-1.34, 2.71, 0.26], [-2.27, 2.56, -1.24], [-3.02, 5.45, -1.83], [-3.05, 3.67, -2.06], [-1.53, 3.82, 3.46], [-0.81, 2.95, 2.93], [-1.94, 4.85, 2.80], [-1.91, 3.75, 4.67], [-2.84, 5.10, 3.17], [-1.65, 4.95, 1.84], [-1.54, 3.10, 5.34], [-2.77, 4.23, 4.88], [0.13, 3.15, -3.42], [-0.61, 2.72, -4.30], [0.29, 4.46, -3.12], [0.82, 2.33, -2.75], [-0.08, 5.09, -3.82], [0.88, 4.69, -2.34], [1.33, 2.65, -1.95], [0.63, 1.35, -2.93], [-0.92, -4.28, -1.70], [-0.46, -3.14, -1.76], [-0.45, -5.35, -1.10], [-2.15, -4.55, -1.96], [0.51, -5.23, -0.80], [-0.96, -5.86, -0.40], [-2.38, -5.48, -1.64], [-2.77, -3.83, -2.30], [3.42, 1.81, 2.54], [2.27, 1.70, 2.30], [4.42, 1.12, 2.09], [3.86, 2.77, 3.22], [4.33, 0.62, 1.22], [5.38, 1.30, 2.35], [3.12, 3.43, 3.40], [4.85, 2.76, 3.39], [1.95, -3.55, -4.53], [1.12, -4.35, -4.89], [3.00, -3.15, -5.21], [1.81, -2.85, -3.48], [3.19, -3.71, -6.02], [3.54, -2.38, -4.84], [2.32, -1.99, -3.58], [1.13, -3.17, -2.80], [-3.83, 0.50, 1.28], [-2.69, 0.18, 1.05], [-4.94, -0.22, 1.45], [-4.16, 1.75, 1.32], [-5.72, 0.34, 1.74], [-5.19, -1.19, 1.27], [-3.47, 2.30, 0.82], [-5.12, 2.00, 1.49], [1.35, 3.46, 5.47], [1.88, 4.38, 4.93], [0.82, 3.41, 6.70], [1.36, 2.24, 5.01], [0.01, 2.81, 6.78], [0.90, 4.25, 7.27], [1.70, 2.05, 4.08], [1.22, 1.47, 5.64], [-4.00, 0.75, -2.97], [-3.66, 1.88, -2.76], [-3.90, -0.26, -2.10], [-4.52, 0.28, -3.99], [-3.42, 0.01, -1.25], [-4.19, -1.21, -2.29], [-4.87, 0.98, -4.63], [-4.40, -0.71, -4.09], [1.56, -2.25, 3.53], [1.24, -2.96, 4.45], [0.76, -1.81, 2.64], [2.71, -1.80, 3.22], [-0.24, -1.75, 2.74], [1.27, -1.75, 1.77], [3.02, -1.50, 2.31], [3.39, -2.44, 3.61], [-0.90, -0.76, -5.18], [-1.32, -1.87, -5.11], [0.32, -0.40, -4.91], [-1.67, 0.25, -5.58], [0.65, 0.49, -5.25], [0.95, -0.97, -4.35], [-2.64, -0.02, -5.66], [-1.39, 1.16, -5.22]],
  "lowdin_charge": [-0.803, 0.025, 0.186, 0.175, 0.111, 0.102, 0.111, 0.117, -0.687, -0.013, 0.168, 0.156, 0.098, 0.117, 0.088, 0.061, -0.759, 0.022, 0.174, 0.217, 0.117, 0.105, 0.117, 0.078, -0.853, 0.058, 0.186, 0.202, 0.127, 0.072, 0.066, 0.064, -0.756, 0.010, 0.210, 0.200, 0.051, 0.063, 0.060, 0.085, -0.725, 0.032, 0.150, 0.191, 0.088, 0.073, 0.136, 0.074, -0.779, 0.002, 0.193, 0.194, 0.110, 0.053, 0.103, 0.119, -0.754, 0.001, 0.174, 0.196, 0.115, 0.107, 0.122, 0.092, -0.745, 0.001, 0.159, 0.200, 0.111, 0.103, 0.124, 0.133, -0.819, 0.061, 0.187, 0.205, 0.097, 0.113, 0.113, 0.131, -0.830, 0.036, 0.170, 0.150, 0.116, 0.066, 0.047, 0.072, -0.742, -0.015, 0.195, 0.192, 0.104, 0.098, 0.079, 0.121, -0.778, 0.053, 0.146, 0.186, 0.092, 0.110, 0.061, 0.127, -0.798, 0.065, 0.190, 0.186, 0.071, 0.115, 0.148, 0.133, -0.842, 0.054, 0.188, 0.179, 0.077, 0.083, 0.071, 0.121, -0.792, 0.047, 0.194, 0.166, 0.112, 0.076, 0.084, 0.051]
}

---

3.
{
  "formula": "C59H70CrGe2N6O2S5",
  "method": "ωB97M-V with the def2-TZVPD basis set",
  "orbital_gap_ev": [8.33, 6.11],
  "s2": 8.767,
  "spin_multiplicity": 6,
  "relative_energy_ev": 0.371,
  "e_lumo_ev": [-1.766, -4.155],
  "charge": 1,
  "elements": ["Cr", "C", "C", "S", "C", "C", "S", "C", "C", "S", "H", "H", "H", "H", "H", "H", "H", "H", "H", "H", "H", "H", "S", "C", "N", "C", "C", "C", "C", "C", "C", "H", "H", "H", "H", "H", "O", "C", "N", "C", "C", "O", "N", "C", "C", "C", "C", "C", "C", "C", "C", "C", "C", "C", "C", "H", "H", "H", "H", "H", "H", "H", "H", "H", "H", "H", "C", "C", "C", "C", "N", "N", "H", "H", "H", "H", "H", "H", "H", "H", "H", "H", "H", "H", "N", "S", "C", "C", "C", "C", "C", "C", "C", "C", "C", "C", "C", "C", "H", "H", "H", "H", "H", "H", "H", "H", "H", "H", "H", "C", "Ge", "C", "C", "Ge", "C", "C", "C", "C", "C", "C", "C", "C", "C", "C", "C", "C", "H", "H", "H", "H", "H", "H", "H", "H", "H", "H", "H", "H", "H", "H", "H", "H", "H", "H", "H"],
  "xyz": [[0.46, -0.12, 0.05], [-0.63, 1.37, 4.98], [-0.19, -0.03, 4.60], [0.75, -0.11, 3.05], [2.41, -0.62, 3.55], [3.32, 0.47, 4.07], [3.52, 1.87, 2.93], [2.76, 3.26, 3.81], [1.25, 3.25, 3.98], [0.71, 2.46, 5.53], [-1.33, 1.31, 5.80], [-1.14, 1.85, 4.14], [-1.06, -0.67, 4.49], [0.45, -0.47, 5.37], [2.83, -1.09, 2.66], [2.31, -1.42, 4.29], [4.31, 0.05, 4.26], [2.93, 0.87, 5.01], [3.05, 4.13, 3.21], [3.27, 3.37, 4.77], [0.78, 2.72, 3.14], [0.88, 4.27, 3.99], [-0.48, 0.38, -4.99], [-0.47, 0.40, -3.27], [0.62, 0.79, -2.69], [1.57, 1.14, -3.66], [2.84, 1.64, -3.41], [3.67, 1.92, -4.47], [3.25, 1.72, -5.80], [1.98, 1.25, -6.06], [1.15, 0.96, -4.98], [-1.33, 0.05, -2.73], [3.17, 1.84, -2.40], [4.66, 2.31, -4.29], [3.91, 1.95, -6.61], [1.64, 1.10, -7.08], [-1.59, 1.71, 2.08], [-2.18, 1.00, 1.28], [-3.53, 0.93, 1.16], [-3.94, 0.18, -0.01], [-2.58, -0.41, -0.41], [-2.41, -1.19, -1.32], [-1.58, 0.15, 0.34], [-5.00, -0.88, 0.31], [-5.33, -1.84, -0.65], [-6.37, -2.73, -0.41], [-7.09, -2.66, 0.77], [-6.76, -1.71, 1.73], [-5.71, -0.83, 1.50], [-4.47, 1.12, -1.11], [-5.30, 2.17, -0.74], [-5.84, 3.02, -1.69], [-5.56, 2.83, -3.04], [-4.74, 1.78, -3.42], [-4.20, 0.93, -2.46], [-4.10, 1.61, 1.62], [-4.77, -1.90, -1.57], [-6.62, -3.48, -1.15], [-7.91, -3.34, 0.95], [-7.31, -1.66, 2.66], [-5.45, -0.11, 2.26], [-5.56, 2.33, 0.30], [-6.49, 3.83, -1.38], [-5.98, 3.49, -3.78], [-4.52, 1.62, -4.46], [-3.59, 0.10, -2.77], [5.37, -2.73, -0.33], [4.81, -1.32, -0.15], [5.34, -0.71, 1.15], [5.23, -0.46, -1.34], [3.34, -1.47, -0.15], [2.61, -0.24, -0.15], [6.46, -2.71, -0.30], [5.05, -3.16, -1.28], [5.02, -3.38, 0.48], [6.42, -0.59, 1.11], [5.11, -1.36, 2.00], [4.91, 0.28, 1.34], [6.30, -0.57, -1.52], [5.05, 0.60, -1.17], [4.70, -0.77, -2.25], [3.05, -1.99, 0.68], [2.75, 0.17, -1.07], [2.96, 0.44, 0.53], [0.76, 1.94, 0.32], [1.26, 3.08, -0.66], [1.53, 4.55, 0.29], [0.48, 5.17, 0.95], [0.72, 6.32, 1.67], [2.01, 6.85, 1.73], [3.06, 6.22, 1.07], [2.82, 5.06, 0.35], [-0.08, 3.62, -1.71], [-1.30, 2.98, -1.64], [-2.32, 3.38, -2.50], [-2.10, 4.40, -3.41], [-0.86, 5.03, -3.47], [0.16, 4.63, -2.63], [0.06, 2.25, 1.00], [-0.53, 4.76, 0.89], [-0.09, 6.82, 2.19], [2.20, 7.75, 2.30], [4.06, 6.63, 1.13], [3.63, 4.56, -0.17], [-1.44, 2.16, -0.95], [-3.29, 2.88, -2.45], [-2.90, 4.71, -4.07], [-0.69, 5.82, -4.19], [1.13, 5.12, -2.67], [1.81, -2.72, -3.09], [0.37, -3.62, -2.14], [-1.28, -3.38, -3.15], [0.77, -5.51, -1.99], [-0.01, -2.68, 0.16], [-1.72, -3.34, 0.84], [-2.30, -4.47, 0.28], [-3.41, -5.07, 0.88], [-3.97, -4.51, 2.02], [-3.42, -3.36, 2.56], [-2.30, -2.78, 1.98], [1.22, -3.57, 1.44], [2.32, -4.28, 0.94], [3.11, -5.07, 1.76], [2.82, -5.17, 3.11], [1.73, -4.47, 3.63], [0.94, -3.69, 2.80], [1.81, -3.07, -4.12], [2.78, -2.93, -2.63], [1.65, -1.65, -3.08], [-1.29, -4.12, -3.96], [-1.31, -2.38, -3.58], [-2.17, -3.51, -2.54], [0.78, -5.90, -3.01], [0.01, -6.05, -1.42], [1.74, -5.70, -1.53], [-1.89, -4.93, -0.61], [-3.84, -5.96, 0.44], [-4.83, -4.97, 2.48], [-3.86, -2.91, 3.44], [-1.89, -1.87, 2.41], [2.58, -4.20, -0.11], [3.95, -5.62, 1.35], [3.43, -5.78, 3.76], [1.49, -4.55, 4.68], [0.09, -3.17, 3.23]],
  "lowdin_spin": [3.995, 0.001, 0.011, 0.049, 0.003, 0.001, 0.000, 0.000, 0.000, 0.000, 0.000, 0.000, 0.000, 0.001, 0.000, 0.000, 0.000, 0.000, 0.000, 0.000, 0.000, 0.000, 0.001, 0.006, 0.028, 0.002, 0.000, 0.000, 0.000, 0.000, 0.001, 0.001, 0.000, 0.000, 0.000, 0.000, 0.005, 0.006, 0.004, 0.000, 0.016, 0.021, 0.033, 0.000, 0.000, 0.000, 0.000, 0.000, 0.000, 0.000, 0.000, 0.000, 0.000, 0.000, 0.000, 0.000, 0.000, 0.000, 0.000, 0.000, 0.000, 0.000, 0.000, 0.000, 0.000, 0.000, 0.000, 0.000, 0.000, 0.000, 0.005, 0.018, 0.000, 0.000, 0.000, 0.000, 0.000, 0.000, 0.000, 0.000, 0.000, 0.002, 0.005, 0.004, 0.023, 0.010, 0.000, 0.000, 0.000, 0.000, 0.000, 0.000, 0.003, 0.001, 0.000, 0.000, 0.000, 0.001, 0.004, 0.000, 0.000, 0.000, 0.000, 0.000, 0.001, 0.000, 0.000, 0.000, 0.000, 0.005, 0.097, 0.015, 0.042, 0.374, 0.043, 0.015, 0.002, 0.004, 0.000, 0.005, 0.055, 0.025, 0.000, 0.019, -0.001, 0.015, 0.001, 0.000, 0.000, 0.003, 0.000, 0.000, 0.007, 0.000, 0.000, 0.002, 0.000, 0.000, 0.000, 0.001, 0.002, 0.000, 0.001, 0.000, 0.001]
}